The following is a DFT calculation (wB97M-V/def2-TZVPD) of a cluster of 7 separate species, C21H21F7O21 in total in a non-equilibrium geometry.

The total charge is 0. Its HOMO-LUMO gap is 11.04 eV.

Geometry as XYZ:
```
70
C21H21F7O21 (wB97M-V/def2-TZVPD)
C -6.649 -3.582 7.954
C -7.871 -3.947 7.292
O -7.547 -4.232 5.962
C -6.307 -3.793 5.711
O -5.739 -3.748 4.664
O -5.830 -3.252 6.861
F -8.763 -2.922 7.245
H -6.265 -4.439 8.509
H -7.021 -2.881 8.701
H -8.351 -4.793 7.785
C 0.563 -0.427 -1.223
C 0.062 0.937 -1.558
O -0.286 0.878 -2.899
C 0.124 -0.343 -3.424
O 0.091 -0.709 -4.636
O 0.745 -1.077 -2.468
F 1.098 1.892 -1.525
H -0.220 -0.852 -0.595
H 1.475 -0.460 -0.628
H -0.706 1.310 -0.881
C 1.445 -3.852 5.873
C 2.491 -4.787 6.370
O 2.795 -4.231 7.595
C 2.364 -2.990 7.723
O 2.617 -2.208 8.622
O 1.516 -2.749 6.725
F 3.589 -4.853 5.723
H 0.447 -4.292 5.900
H 1.592 -3.625 4.817
H 2.165 -5.826 6.414
C 7.612 -5.384 -6.621
C 6.301 -5.815 -7.266
O 6.263 -7.220 -6.886
C 7.548 -7.577 -6.637
O 7.899 -8.723 -6.451
O 8.344 -6.586 -6.605
F 6.310 -5.752 -8.613
H 7.551 -5.029 -5.592
H 8.117 -4.527 -7.067
H 5.442 -5.235 -6.927
C -3.587 5.770 -9.361
C -3.048 4.574 -8.618
O -1.893 5.232 -8.038
C -2.258 6.468 -7.674
O -1.648 7.227 -6.938
O -3.359 6.812 -8.412
F -2.752 3.635 -9.473
H -4.628 5.537 -9.587
H -3.094 5.821 -10.332
H -3.676 4.192 -7.813
C -7.590 2.115 2.244
C -6.472 2.722 3.059
O -6.058 3.798 2.219
C -6.358 3.518 0.911
O -5.856 4.081 -0.107
O -7.239 2.464 0.866
F -5.441 1.846 3.082
H -8.534 2.525 2.604
H -7.577 1.035 2.396
H -6.722 2.873 4.109
C 6.962 6.403 1.961
C 8.068 5.726 1.129
O 7.820 4.379 1.542
C 6.635 4.220 1.946
O 6.151 3.117 2.159
O 6.018 5.356 1.943
F 9.196 6.163 1.741
H 6.591 7.297 1.459
H 7.342 6.709 2.936
H 8.000 6.086 0.102
```

The following is a DFT calculation (wB97M-V/def2-TZVPD) of the molecule C3H8ClN3 in a non-equilibrium geometry.

The total charge is 0. Its HOMO-LUMO gap is 9.62 eV.

Geometry as XYZ:
```
15
C3H8ClN3 (wB97M-V/def2-TZVPD)
C 0.667 1.486 0.578
C 1.565 0.488 -0.106
C -1.574 -0.853 -0.314
H 0.313 0.826 1.540
H -0.153 1.791 0.028
H 2.504 0.400 0.484
H 1.585 0.484 -1.195
H 0.465 -1.221 0.891
H -0.239 -1.546 -1.695
H -1.579 -0.523 0.680
H -3.444 -0.950 -0.364
N 1.015 -1.059 -0.178
N -0.318 -1.257 -0.797
N -2.611 -0.978 -0.933
Cl 1.803 2.911 1.382
```

The following is a DFT calculation (wB97M-V/def2-TZVPD) of a cluster of 3 separate species, C4H5NO3 in total in a non-equilibrium geometry.

The total charge is 0. Its HOMO-LUMO gap is 10.38 eV.

Geometry as XYZ:
```
13
C4H5NO3 (wB97M-V/def2-TZVPD)
C 0.050 0.679 1.132
N -0.410 -0.515 0.946
C -1.670 -1.146 -0.527
O 0.437 -1.550 1.319
O -1.973 -0.171 -1.123
C 0.616 1.341 -1.169
C 1.819 1.323 -1.268
O -1.586 -2.310 -0.425
H 0.025 -2.333 0.916
H -0.432 1.133 -1.416
H 0.945 0.837 1.723
H -0.687 1.465 1.114
H 2.867 1.247 -1.222
```

The following is a DFT calculation (wB97M-V/def2-TZVPD) of a cluster of 2 separate species, CHCl3OSi in total in a non-equilibrium geometry.

The total charge is 0. Its HOMO-LUMO gap (spin up / spin down) is 7.93 / 7.93 eV.

Geometry as XYZ:
```
7
CHCl3OSi (wB97M-V/def2-TZVPD)
C 1.692 0.493 0.441
O 2.351 0.325 1.395
Si -0.888 -0.449 -0.181
Cl -1.268 -2.065 -1.186
Cl -2.164 -0.520 1.413
Cl -1.322 1.114 -1.429
H 1.598 1.101 -0.454
```